(A)
Entry from OMol25: a single C2HClO2S molecule (ωB97M-V with the def2-TZVPD basis set).

The calculation puts the lowest unoccupied orbital energy at -0.965 eV. Its SMILES is O=CC(=O)SCl. The HOMO-LUMO gap comes out at 9.15 eV.

```
! RIJCOSX wB97M-V def2-TZVPD def2/J DEFGRID3
* xyz 0 1
Cl -4.154 0.080 -0.206
S -2.196 0.613 0.042
O 0.735 -1.347 -0.633
O -1.910 -1.990 0.405
C 0.159 -0.974 0.361
C -1.406 -0.911 0.254
H 0.627 -0.864 1.310
*
```



(B)
Entry from OMol25: 2 unconnected molecules or ions with the total composition C2HClO2S (ωB97M-V with the def2-TZVPD basis set).

The calculation puts the lowest unoccupied orbital energy (alpha / beta) at -1.552 / -2.129 eV. The HOMO-LUMO gap (alpha / beta) comes out at 7.60 / 6.71 eV.

```
! RIJCOSX wB97M-V def2-TZVPD def2/J DEFGRID3
* xyz 0 1
Cl 2.883 0.703 -0.282
S 3.061 -1.148 0.379
O 0.745 1.456 0.472
O -2.118 -0.192 -0.698
C -0.341 0.805 0.682
C -1.290 0.461 -0.200
H -0.956 0.758 1.688
*
```



The structure with the most favorable energy is (A); the runner-up is 73.6 kcal/mol above it.



(A)
Entry from OMol25: a gas-phase ion, C7H15N4 (charge +1) (ωB97M-V with the def2-TZVPD basis set).

The calculation puts the lowest unoccupied orbital energy at -3.830 eV. The HOMO-LUMO gap comes out at 8.09 eV.

```
! RIJCOSX wB97M-V def2-TZVPD def2/J DEFGRID3
* xyz 1 1
N -0.152 -0.313 0.027
N -0.062 -0.010 -2.227
N 0.405 3.897 -1.677
N -0.649 0.553 -1.013
C 0.602 0.006 1.063
C 0.296 2.616 -1.756
C -0.773 -1.592 -0.061
C 0.016 -2.659 0.608
C -0.790 1.997 -0.860
C 0.195 -2.299 2.034
C 0.786 -0.864 2.218
H 0.997 1.111 1.193
H -1.834 -1.411 0.290
H -0.886 -1.917 -1.129
H 0.527 -0.540 3.188
H -0.357 -3.724 0.489
H 0.725 0.504 -2.527
H -0.760 2.226 0.102
H 0.985 -2.920 2.449
H -0.614 0.088 -3.002
H 0.906 4.277 -2.442
H -1.753 2.297 -1.220
H -0.757 -2.428 2.674
H -0.007 4.511 -0.972
H 1.012 -2.525 0.249
H 1.943 -0.882 2.304
*
```



(B)
Entry from OMol25: a gas-phase ion, C7H15N4 (charge +1) (ωB97M-V with the def2-TZVPD basis set).

The calculation puts the lowest unoccupied orbital energy (alpha / beta) at -4.556 / -4.558 eV. Its SMILES is C[C@H]1/N=N\[C@H](C)/[NH+]=C/CCN1. The HOMO-LUMO gap (alpha / beta) comes out at 7.22 / 7.22 eV.

```
! RIJCOSX wB97M-V def2-TZVPD def2/J DEFGRID3
* xyz 1 1
N -0.699 -1.433 0.568
N 0.900 0.958 0.904
N -0.721 0.424 -1.048
N 0.006 -1.151 1.453
C 1.720 1.173 -1.346
C -0.259 0.625 3.132
C 0.594 0.115 1.939
C 1.916 0.810 0.081
C -1.748 -1.850 -1.624
C -1.374 -0.774 -0.552
C 0.461 0.276 -1.772
H 1.430 2.209 -1.369
H 0.349 0.474 -2.953
H 2.603 0.966 -2.061
H -2.836 -2.007 -1.442
H -1.225 -2.776 -1.374
H 0.179 1.737 0.694
H -0.251 -0.221 3.799
H 0.065 1.525 3.632
H 0.858 -0.755 -1.738
H 1.565 -0.500 2.188
H -1.376 1.062 -1.450
H -1.267 0.817 2.764
H -1.495 -1.588 -2.731
H -2.243 -0.466 -0.080
H 2.847 0.349 0.387
*
```



The structure with the most favorable energy is (B); the runner-up is 20.1 kcal/mol above it.



(A)
Entry from OMol25: 2 unconnected molecules or ions with the total composition C3H10N4S (ωB97M-V with the def2-TZVPD basis set).

The calculation puts the lowest unoccupied orbital energy at -9.784 eV. The HOMO-LUMO gap comes out at 8.95 eV.

```
! RIJCOSX wB97M-V def2-TZVPD def2/J DEFGRID3
* xyz 2 1
S 2.226 1.389 0.603
N 0.449 -1.396 1.377
N 0.093 -0.795 2.484
N -0.389 1.684 -0.345
N 0.504 -0.831 0.263
C 0.595 1.269 0.129
C 1.065 -1.580 -0.738
C -1.669 2.150 -0.706
H -2.064 2.816 0.059
H 1.929 -0.919 -1.169
H 0.813 -2.328 1.480
H 1.544 -2.523 -0.465
H -1.558 2.685 -1.759
H -2.396 1.280 -0.854
H 0.033 -1.177 3.342
H 2.408 2.562 0.252
H -0.415 0.123 2.322
H 0.348 -1.697 -1.558
*
```



(B)
Entry from OMol25: a gas-phase ion, C3H10N4S (charge +2) (ωB97M-V with the def2-TZVPD basis set).

The calculation puts the lowest unoccupied orbital energy at -8.875 eV. The HOMO-LUMO gap comes out at 9.71 eV.

```
! RIJCOSX wB97M-V def2-TZVPD def2/J DEFGRID3
* xyz 2 1
S -2.533 -0.636 -0.124
N 0.495 -1.195 -0.449
N -0.359 0.977 -0.009
N 1.464 -0.223 -0.722
N 1.018 1.018 -0.015
C -1.082 2.236 0.191
C -0.941 -0.159 -0.145
C 0.683 -2.100 0.623
H -2.144 -1.887 -0.296
H 2.428 -0.424 -0.130
H -1.591 2.713 -0.814
H -0.435 3.050 0.586
H 1.010 -1.840 1.572
H 1.547 -0.026 -1.775
H -1.973 2.095 0.752
H 1.453 1.939 -0.319
H 1.212 -2.956 0.245
H -0.252 -2.582 0.826
*
```



The structure with the most favorable energy is (A); the runner-up is 34.9 kcal/mol above it.